## a
Below is a 14-piece molecular cluster, H27O14 overall, with properties calculated with ωB97M-V/def2-TZVPD.

Cartesian coordinates (Å):
1 H -0.63 0.88 4.61
2 O 0.77 2.75 -2.82
3 O -1.09 -3.48 2.99
4 O 1.65 -1.84 3.00
5 H -0.93 -3.01 2.17
6 H -0.54 2.03 0.37
7 H -2.34 -1.40 -0.58
8 O 0.56 -4.05 -0.66
9 H 2.69 -1.81 -0.23
10 H 0.10 -0.18 -4.56
11 H -0.96 4.06 -3.21
12 H 0.90 -0.73 -3.42
13 H 1.56 0.37 -0.51
14 H 3.11 1.70 1.39
15 H 0.70 2.83 -1.87
16 H 2.42 -1.36 2.78
17 H 0.84 -1.52 2.53
18 H -1.09 -2.88 3.72
19 O 1.35 1.30 -0.36
20 O 2.30 -1.04 0.13
21 H -4.41 0.47 -1.32
22 O -0.03 -1.04 1.15
23 O -1.00 2.81 -0.03
24 H -0.10 3.17 0.04
25 H 2.62 0.18 1.17
26 H -1.88 2.81 -3.44
27 H -1.55 -0.19 5.33
28 H 0.48 -3.22 -0.06
29 O -4.79 0.29 -2.17
30 H 1.50 -4.24 -0.54
31 H 1.98 1.33 0.37
32 H -0.27 -0.12 1.36
33 O -1.86 3.77 -3.38
34 H -0.98 -0.73 -0.48
35 O 1.01 -0.25 -4.23
36 O 2.72 0.93 1.83
37 O -1.79 -0.71 -1.00
38 H 1.65 2.35 -2.83
39 H 0.86 -1.14 0.50
40 H -4.16 0.18 -2.95
41 O -1.36 0.74 5.24

## Properties
**Kohn-Sham gap**: 9.8 eV
**Multiplicity**: 1
**LUMO**: 2.52 eV
**Charge**: -1


## b
Below is a 14-piece molecular cluster, H27O14 overall, with properties calculated with ωB97M-V/def2-TZVPD.

Cartesian coordinates (Å):
1 O -0.10 3.79 2.40
2 H 0.93 4.49 -1.50
3 O 1.33 -0.91 3.00
4 O 0.81 4.68 -0.57
5 H 0.05 0.00 -0.65
6 H 0.13 4.23 -0.08
7 H 1.24 0.10 3.04
8 O 0.86 2.21 0.55
9 H -3.24 1.67 -1.84
10 H 0.63 -4.34 1.96
11 O -2.66 1.25 -2.50
12 H -1.92 0.94 -1.93
13 O -0.63 0.69 -0.73
14 O -0.96 -0.03 1.87
15 H -4.40 -2.15 -0.65
16 H 1.13 1.68 1.29
17 H -0.12 4.35 1.64
18 H 0.58 -3.32 -0.93
19 O -4.05 -2.57 -1.42
20 O -4.07 -0.59 0.35
21 H 3.87 -0.89 0.70
22 O 0.61 -3.67 2.66
23 O 1.45 0.70 -4.34
24 H 0.78 3.41 2.48
25 O 3.58 0.07 0.79
26 O 3.80 -2.32 -1.91
27 H 2.70 0.12 0.40
28 H 0.96 -2.86 2.28
29 H 0.38 -1.07 3.00
30 H 0.88 0.35 -3.65
31 H -3.49 -0.93 1.08
32 H -4.45 -2.11 -2.17
33 H 3.89 -1.41 -1.56
34 H -1.69 0.44 2.28
35 H -0.24 -2.64 0.15
36 H -3.47 0.12 0.13
37 H 2.89 -2.48 -1.57
38 H 2.07 -0.03 -4.58
39 O 0.62 -2.60 -0.27
40 H -0.74 0.23 0.91
41 H 0.06 1.41 -0.12

## Properties
**Kohn-Sham gap**: 7.9 eV
**Multiplicity**: 1
**LUMO**: 2.24 eV
**Charge**: -1


Last place for stability: b


## a
Below is an isolated ion of composition C6H16N and charge +1, with properties calculated with ωB97M-V/def2-TZVPD.

Cartesian coordinates (Å):
1 H 1.00 -0.34 1.64
2 C -0.42 -1.09 0.28
3 C -2.36 -0.29 1.75
4 H 2.52 0.73 -0.13
5 H -3.06 -0.05 0.95
6 H 0.04 -2.00 -0.10
7 H -1.02 -0.69 -0.55
8 C 0.69 -0.10 0.62
9 H 0.59 -0.14 -2.33
10 H -0.03 1.89 -0.81
11 C 1.75 0.01 -0.45
12 N 0.58 1.85 -1.62
13 H 2.16 0.71 -2.39
14 H -2.87 -0.46 2.69
15 H 1.31 2.56 -1.51
16 H 0.24 0.90 0.80
17 H -0.81 -1.67 2.31
18 H 2.33 -0.90 -0.56
19 C -1.35 -1.38 1.43
20 H -1.82 0.64 2.00
21 H 0.04 2.06 -2.46
22 H -1.98 -2.25 1.16
23 C 1.28 0.50 -1.79

## Properties
**SMILES**: CCCCCC[NH3+]
**Kohn-Sham gap**: 10.6 eV
**Multiplicity**: 1
**LUMO**: -3.69 eV
**Charge**: +1


## b
Below is a 2-piece molecular cluster, C6H16N overall, with properties calculated with ωB97M-V/def2-TZVPD.

Cartesian coordinates (Å):
1 H -0.99 -1.42 0.97
2 C 1.22 -0.09 -1.70
3 H 1.16 -1.05 1.86
4 H -0.61 -1.39 -2.29
5 N -1.48 -0.80 -2.08
6 H -2.03 -0.12 -1.45
7 H -1.34 -0.24 -2.90
8 C -0.91 1.21 2.08
9 H -0.96 2.18 2.60
10 H 1.00 0.34 -2.69
11 C -0.17 -1.13 0.27
12 H -1.46 1.17 1.22
13 C 0.92 -0.37 1.03
14 C -0.11 0.04 -0.81
15 H 1.88 -0.33 0.45
16 H 1.68 -1.21 -1.92
17 C 0.57 1.11 1.57
18 H 0.89 1.82 0.78
19 H 1.35 1.24 2.37
20 H -0.43 1.03 -0.59
21 H 0.13 -2.06 -0.25
22 H -1.08 0.49 3.01
23 H 2.09 0.56 -1.25

## Properties
**Kohn-Sham gap**: 10.5 eV
**Multiplicity**: 1
**LUMO**: -4.35 eV
**Charge**: +1


## c
Below is a 3-piece molecular cluster, C6H16N overall, with properties calculated with ωB97M-V/def2-TZVPD.

Cartesian coordinates (Å):
1 H 1.58 1.59 -1.10
2 N 2.55 -1.61 1.40
3 C -2.05 -0.80 -1.78
4 H -2.09 -1.64 -2.48
5 H -0.02 2.30 0.99
6 C -0.80 0.17 -1.77
7 H 0.23 -0.27 -1.69
8 H 2.22 -1.57 2.33
9 H 2.81 -0.67 1.40
10 H -0.84 0.82 -2.73
11 H 3.51 -2.08 1.34
12 C -0.96 1.05 -0.52
13 H -2.10 -0.78 1.51
14 H -0.28 -0.81 1.63
15 C 1.51 1.14 -0.07
16 H -2.82 -0.07 -2.04
17 H -1.90 1.15 -0.01
18 C 0.13 1.39 0.29
19 H -1.28 0.55 2.20
20 H 2.21 1.67 0.68
21 H -2.22 -1.37 -0.86
22 H 1.78 0.11 -0.26
23 C -1.16 -0.26 1.55

## Properties
**Kohn-Sham gap**: 8.0 eV
**Multiplicity**: 1
**LUMO**: -5.96 eV
**Charge**: +1


Last place for stability: b


## a
Below is a 3-piece molecular cluster, C4H12O3 overall, with properties calculated with ωB97M-V/def2-TZVPD.

Cartesian coordinates (Å):
1 O -1.31 -0.44 2.38
2 O -1.85 2.04 0.89
3 H -1.88 2.68 1.59
4 O 2.44 0.23 0.47
5 H 1.43 1.20 -1.56
6 H -0.60 -1.34 -2.18
7 H 0.05 1.80 -0.59
8 H -0.03 -2.52 -0.94
9 C 1.80 -0.70 0.07
10 H -0.37 0.87 -1.91
11 H -0.30 -0.48 0.35
12 H 2.17 -1.73 0.19
13 H -1.92 0.33 2.42
14 H -1.08 1.49 0.90
15 H -0.73 -0.59 3.11
16 H 1.13 -1.75 -2.04
17 C 0.20 -1.61 -1.49
18 C 0.45 0.96 -1.17
19 C 0.41 -0.44 -0.50

## Properties
**Kohn-Sham gap (alpha / beta)**: 9.2 / 5.6 eV
**Multiplicity**: 2
**LUMO (alpha / beta)**: -5.86 / -9.50 eV
**Charge**: +1


## b
Below is a 4-piece molecular cluster, C4H12O3 overall, with properties calculated with ωB97M-V/def2-TZVPD.

Cartesian coordinates (Å):
1 C -0.93 1.33 0.36
2 H 0.25 -0.84 1.19
3 H -1.47 -1.27 -1.70
4 C 1.50 0.94 0.14
5 O -0.71 -0.97 -2.26
6 H -0.95 0.69 -0.51
7 C 0.42 1.35 0.92
8 H 3.10 1.35 1.51
9 H -1.30 2.32 0.10
10 H 0.63 1.75 1.91
11 H -2.76 -2.50 -0.51
12 O 0.12 -1.73 0.89
13 H -1.64 0.90 1.08
14 H -0.69 -1.56 -3.02
15 O -2.34 -1.60 -0.48
16 H -0.81 -1.80 0.61
17 C 2.80 0.92 0.56
18 H 3.52 0.37 -0.03
19 H 1.28 0.36 -0.75

## Properties
**Kohn-Sham gap (alpha / beta)**: 7.5 / 7.4 eV
**Multiplicity**: 2
**LUMO (alpha / beta)**: -7.12 / -7.13 eV
**Charge**: +1


Last place for stability: b


## a
Below is C14H22AsO12PSTe2Zr as an isolated structure, with properties calculated with ωB97M-V/def2-TZVPD.

Cartesian coordinates (Å):
1 C 3.18 -3.27 0.54
2 O 2.19 -0.14 0.69
3 H 7.01 -3.04 0.78
4 O -2.79 1.39 0.91
5 C -5.09 -1.21 -0.22
6 As 2.96 -0.55 -0.96
7 C -3.20 -5.67 0.55
8 C 5.28 -4.24 1.19
9 H -2.55 2.37 3.43
10 H -3.12 -3.84 1.71
11 H -2.63 0.62 3.52
12 H -4.22 -5.51 0.20
13 C -1.95 1.47 3.55
14 H -5.33 -0.19 0.10
15 C -1.58 1.29 1.04
16 Te 4.64 1.20 -1.68
17 H 5.84 -5.06 1.64
18 O 0.77 -2.86 -0.54
19 H -7.09 -1.90 -0.59
20 H 2.41 -1.49 -2.98
21 H 0.84 2.35 1.72
22 C 5.93 -3.12 0.71
23 O 1.26 -0.16 -1.55
24 H -3.22 -6.34 1.42
25 C -6.23 -2.17 0.02
26 C -0.92 1.37 2.45
27 O -3.95 -1.62 0.54
28 H -1.45 1.50 4.52
29 H -2.63 -6.15 -0.25
30 O -0.69 1.11 0.12
31 S 1.41 -3.41 0.70
32 O -0.10 0.19 2.65
33 H -6.53 -2.16 1.07
34 H 0.54 2.59 3.45
35 C -2.55 -4.35 0.92
36 O 1.05 -2.42 1.74
37 O 3.05 -1.79 -2.33
38 Zr 0.38 -0.78 0.17
39 H 3.36 -5.17 1.48
40 H -1.53 -4.50 1.27
41 O 1.07 -4.78 0.99
42 C 5.20 -2.08 0.14
43 H -4.83 -1.16 -1.28
44 H -0.44 3.46 2.25
45 Te -2.02 -1.07 -2.22
46 C 3.89 -4.31 1.11
47 H -5.93 -3.19 -0.24
48 H -0.65 -0.61 2.63
49 O -1.55 -1.58 1.03
50 H 5.72 -1.21 -0.26
51 P -2.52 -1.94 -0.11
52 O -2.50 -3.54 -0.26
53 C 0.07 2.52 2.47
54 C 3.82 -2.12 0.02

## Properties
**Kohn-Sham gap**: 5.6 eV
**Multiplicity**: 1
**LUMO**: 4.11 eV
**Charge**: -2


## b
Below is C14H22AsO12PSTe2Zr as an isolated structure, with properties calculated with ωB97M-V/def2-TZVPD.

Cartesian coordinates (Å):
1 H -0.02 -3.58 2.57
2 H 4.18 -0.63 2.18
3 H 6.20 0.55 1.41
4 C 2.61 4.67 2.25
5 H 2.55 6.68 2.99
6 C 2.46 -5.39 -0.98
7 H -2.16 -0.03 1.44
8 C 0.91 4.03 0.65
9 C 0.42 5.34 0.73
10 O -0.27 1.65 0.94
11 H 0.95 -1.47 2.17
12 C -2.22 -0.95 2.03
13 C 5.05 -1.20 1.84
14 C 2.03 3.72 1.42
15 H 0.73 3.35 -2.59
16 O 4.87 -1.54 0.45
17 H -1.02 -2.72 3.76
18 O 4.23 2.39 1.82
19 H 7.17 -0.94 1.57
20 H 3.50 4.40 2.81
21 C 2.09 5.95 2.34
22 O 0.34 3.97 -1.97
23 C -0.94 -3.02 2.71
24 H -1.77 -3.68 2.46
25 O -1.38 -3.24 -0.05
26 C -0.89 -2.19 0.33
27 O 0.14 -0.94 2.14
28 H 6.49 -0.14 3.01
29 As -0.21 2.90 -0.56
30 Zr 0.88 0.34 0.20
31 S 2.87 2.14 1.40
32 C -0.97 -1.80 1.82
33 O 3.38 -3.49 0.16
34 O 2.14 1.17 2.23
35 H 0.57 7.28 1.61
36 Te -2.64 3.46 -0.55
37 P 3.43 -1.90 -0.12
38 H -2.31 -0.68 3.08
39 H -3.10 -1.52 1.73
40 H 5.11 -2.13 2.42
41 H 1.50 -3.49 -0.74
42 O 0.43 1.50 -1.41
43 O -0.31 -1.30 -0.42
44 C 2.15 -4.15 -0.17
45 O 2.73 1.66 0.00
46 H 1.54 -5.93 -1.20
47 C 0.99 6.28 1.57
48 H 2.94 -5.10 -1.91
49 Te 3.21 -1.35 -2.38
50 C 6.31 -0.38 1.96
51 H -0.45 5.60 0.13
52 O 2.37 -1.27 0.77
53 H 3.14 -6.05 -0.43
54 H 1.64 -4.40 0.77

## Properties
**Kohn-Sham gap**: 5.7 eV
**Multiplicity**: 1
**LUMO**: 4.20 eV
**Charge**: -2


Last place for stability: a